{"formula": "C14H23NO2PdS4", "method": "ωB97M-V/def2-TZVPD", "charge": 1, "s_squared": 0.76, "total_energy_ev": -67288.349, "multiplicity": 2, "elements": ["Pd", "O", "N", "C", "C", "C", "C", "C", "S", "H", "H", "H", "H", "C", "C", "S", "C", "C", "S", "C", "C", "S", "H", "H", "H", "H", "H", "H", "H", "H", "H", "H", "H", "H", "C", "C", "C", "O", "H", "H", "H", "H", "H", "H", "H"], "coordinates": [[-0.14238, -0.41895, 0.19608], [-0.55668, -1.08196, 2.13557], [-1.36173, -2.16748, 2.07600], [-2.14066, -2.39439, 3.15335], [-2.65831, -3.63137, 3.40313], [-2.35308, -4.68404, 2.54556], [-1.56223, -4.43325, 1.44783], [-1.06517, -3.15561, 1.20682], [-0.16039, -2.76092, -0.21301], [-2.28638, -1.52911, 3.78399], [-3.29805, -3.77199, 4.26274], [-2.74051, -5.67630, 2.73203], [-1.33311, -5.20763, 0.72821], [2.05349, 2.03559, -2.95770], [1.16823, 0.87888, -3.41533], [0.74574, -0.44969, -2.22593], [2.37987, -1.06885, -1.75025], [3.15344, -0.27950, -0.70802], [2.22237, 0.03932, 0.82559], [2.31061, 1.86827, 1.02151], [2.60677, 2.75209, -0.19897], [1.35799, 2.86948, -1.51506], [2.08456, 2.78012, -3.75223], [3.07390, 1.70351, -2.77141], [1.64580, 0.35936, -4.24982], [0.19424, 1.23153, -3.75332], [2.97287, -1.16271, -2.66095], [2.17285, -2.06976, -1.37540], [3.52356, 0.66032, -1.08957], [4.00770, -0.88193, -0.39790], [3.11565, 2.02718, 1.74015], [1.36156, 2.12739, 1.48722], [3.55858, 2.49523, -0.65832], [2.70545, 3.76833, 0.17976], [-2.82736, 1.53417, 1.27741], [-1.97994, 1.35508, 0.01535], [-2.44229, 2.26941, -1.11362], [-0.63503, 1.52251, 0.32639], [-3.89190, 1.39868, 1.07481], [-2.66297, 2.54136, 1.65982], [-2.51152, 0.81909, 2.03758], [-2.14135, 0.28774, -0.34722], [-2.24538, 3.30440, -0.83376], [-3.51073, 2.14241, -1.28931], [-1.90808, 2.05398, -2.03982]], "forces_ev_per_angstrom": [[0.49, 0.23, -0.58], [-0.73, 0.74, -0.90], [0.94, -0.82, 0.97], [-0.17, 0.41, 0.13], [-0.33, -0.01, 0.18], [0.12, 0.07, -0.16], [-0.19, -0.24, -0.15], [-0.11, 0.12, -0.51], [0.05, 0.46, 0.30], [0.06, -0.04, 0.02], [0.06, 0.03, 0.00], [0.02, 0.01, -0.03], [0.05, 0.01, 0.06], [-0.15, -0.17, 0.26], [0.06, -0.05, 0.19], [0.12, 0.21, 0.09], [-0.23, -0.05, -0.09], [-0.01, -0.27, 0.31], [-0.22, 0.35, -0.24], [0.14, -0.08, -0.28], [-0.20, -0.28, -0.07], [-0.14, 0.18, 0.23], [0.09, -0.12, -0.13], [0.00, 0.08, -0.04], [-0.12, -0.05, -0.03], [0.02, 0.06, -0.01], [0.02, -0.04, 0.00], [0.12, -0.07, -0.04], [0.00, 0.02, -0.02], [0.07, 0.05, -0.07], [-0.06, 0.00, 0.08], [-0.06, 0.03, -0.05], [0.11, 0.14, 0.07], [0.09, 0.00, 0.09], [-0.03, -0.19, -0.16], [-0.38, 0.36, 0.60], [0.21, -0.15, -0.11], [0.23, -1.04, 0.02], [0.05, 0.01, 0.01], [-0.04, 0.01, 0.02], [0.00, 0.04, 0.03], [0.02, -0.05, -0.01], [-0.02, 0.01, 0.00], [0.02, 0.02, 0.00], [0.02, 0.04, 0.01]]}


{"formula": "C14H23NO4", "method": "ωB97M-V/def2-TZVPD", "total_energy_ev": -24569.828, "smiles": "CC(C)(C)OC(=O)C[C@H]1C[C@@H](CC#N)OC(C)(C)O1", "elements": ["C", "C", "C", "C", "O", "C", "O", "C", "C", "C", "C", "C", "C", "N", "O", "C", "C", "C", "O", "H", "H", "H", "H", "H", "H", "H", "H", "H", "H", "H", "H", "H", "H", "H", "H", "H", "H", "H", "H", "H", "H", "H"], "coordinates": [[2.56974, -3.44411, 1.62192], [3.12087, -2.59781, 0.45485], [4.46627, -1.91231, 0.81755], [3.31151, -3.60071, -0.73625], [2.10372, -1.62048, -0.06774], [1.56393, -0.70946, 0.70020], [1.91567, -0.52944, 1.93119], [0.47334, -0.03179, 0.00321], [-0.25207, 1.10981, 0.62783], [0.40458, 2.48808, 0.35891], [-0.45262, 3.52008, 1.03943], [0.23764, 4.82636, 1.10106], [0.73110, 5.36139, -0.18090], [0.93360, 5.90114, -1.19599], [-1.74315, 3.39712, 0.39080], [-2.40500, 2.12346, 0.34863], [-3.06346, 1.76845, 1.63050], [-3.47964, 2.19439, -0.71140], [-1.51714, 1.04547, -0.00049], [1.61026, -3.91017, 1.42591], [2.46250, -2.86368, 2.46573], [3.22431, -4.28092, 1.85569], [5.32495, -2.61943, 0.83212], [4.67161, -1.31044, -0.04792], [4.52205, -1.22036, 1.67314], [3.59742, -3.10570, -1.58626], [2.43763, -4.18270, -0.92872], [4.02851, -4.33633, -0.58180], [-0.34182, -0.78287, -0.17013], [0.97649, 0.25736, -0.99737], [-0.31635, 0.83539, 1.75299], [0.49530, 2.59102, -0.71395], [1.43460, 2.53400, 0.76297], [-0.59437, 3.18944, 2.10030], [1.09364, 4.81567, 1.71245], [-0.37586, 5.62112, 1.64679], [-3.85525, 2.52452, 1.89757], [-3.54711, 0.84068, 1.49631], [-2.37104, 1.66906, 2.40723], [-4.33818, 2.65127, -0.28820], [-3.65901, 1.16301, -1.11343], [-3.17373, 2.85587, -1.50928]], "forces_ev_per_angstrom": [[0.02, -0.48, -1.45], [0.19, -1.68, 0.34], [0.01, 0.01, -0.71], [-1.28, 1.15, 1.90], [1.25, -1.25, -0.14], [1.74, 0.05, 6.12], [-1.37, -0.33, -4.66], [0.03, -0.14, -2.51], [0.72, -0.09, 1.41], [0.65, -1.41, 1.25], [-0.89, -2.92, 0.49], [-1.58, 2.92, -0.33], [-0.78, 1.47, -2.07], [-0.01, -1.27, 1.99], [0.14, 1.27, -0.16], [0.63, -0.07, -0.31], [-1.39, 1.71, 0.39], [0.96, -0.70, -0.97], [-0.35, 1.15, -0.10], [-0.29, 0.14, -0.43], [-0.19, 1.28, 1.96], [0.41, 0.13, -0.18], [-0.85, 0.11, 0.29], [0.32, 0.60, -0.54], [-0.54, -0.67, -0.12], [0.53, 1.40, -2.28], [-1.04, 0.05, -0.11], [1.69, -1.06, 0.95], [0.98, 0.33, -0.27], [-1.31, -0.41, 1.15], [0.00, 0.88, -1.45], [-0.28, 0.42, -0.33], [-0.40, -0.32, -0.01], [0.21, 0.29, -0.55], [1.12, -0.87, 1.04], [0.43, -0.82, -1.14], [0.94, -0.65, -0.15], [-0.60, -1.15, -0.12], [1.00, -0.08, 1.42], [-1.03, 0.07, 0.33], [-0.07, 1.02, 0.46], [0.29, -0.06, -0.40]]}


{"formula": "C14H23NO6", "method": "ωB97M-V/def2-TZVPD", "total_energy_ev": -28653.441, "smiles": "O=C(O)OCOc1ccccc1.COCCNCCOC", "elements": ["O", "C", "O", "O", "C", "O", "C", "C", "C", "C", "C", "C", "H", "H", "H", "H", "H", "H", "H", "H", "C", "O", "C", "C", "N", "C", "C", "O", "C", "H", "H", "H", "H", "H", "H", "H", "H", "H", "H", "H", "H", "H", "H", "H"], "coordinates": [[2.40520, -2.80604, 7.28605], [1.12624, -2.35109, 7.17925], [0.29748, -2.55579, 8.41073], [0.58557, -1.71696, 5.94457], [0.75768, -2.67462, 4.84010], [0.23912, -2.22418, 3.53859], [0.87756, -0.97823, 3.08232], [2.49139, -0.66680, 3.24314], [3.14402, 0.74533, 2.72529], [2.25755, 1.96550, 2.00343], [0.63888, 1.65312, 1.81392], [-0.00530, 0.22681, 2.33010], [0.93864, -2.77865, 9.17359], [1.89071, -2.96218, 4.73082], [0.15391, -3.65084, 5.14880], [3.15775, -1.49088, 3.73929], [4.29764, 0.91208, 2.87599], [2.77853, 2.96614, 1.66419], [-0.01857, 2.48807, 1.27235], [-1.16851, 0.08160, 2.13856], [-2.72060, -1.59496, -3.21712], [-1.47461, -1.45472, -3.88708], [-1.55702, -0.71727, -5.11425], [-0.95421, 0.68808, -4.96044], [-1.79215, 1.55003, -4.12147], [-1.12922, 2.77240, -3.65205], [0.18384, 2.63254, -2.85239], [0.02397, 2.07833, -1.54598], [-0.11979, 0.66675, -1.51441], [-2.60881, -2.36899, -2.45396], [-3.00274, -0.67073, -2.71547], [-3.51439, -1.90250, -3.90638], [-2.58259, -0.67837, -5.50197], [-0.95599, -1.26826, -5.84305], [-0.84858, 1.14751, -5.95060], [0.04480, 0.56402, -4.53622], [-2.09747, 1.02724, -3.30534], [-1.85423, 3.29175, -3.01613], [-0.94984, 3.42246, -4.51811], [0.56895, 3.64565, -2.69347], [0.96655, 2.10432, -3.40415], [0.49594, 0.16678, -2.27018], [-1.16900, 0.40128, -1.62775], [0.20170, 0.31427, -0.53312]], "forces_ev_per_angstrom": [[-8.22, 3.13, -1.32], [5.85, -2.55, 1.82], [2.26, 1.13, -3.08], [0.77, -2.34, 3.31], [0.73, -2.40, -0.65], [1.81, 2.71, 1.61], [2.14, 4.31, -1.64], [-2.44, 2.33, -1.56], [-3.60, -0.22, -0.54], [-2.04, -4.66, 1.67], [2.98, -2.36, 1.60], [2.62, 0.52, 0.45], [-0.87, 0.44, -2.20], [-2.21, 0.77, 0.34], [1.12, 2.15, -1.10], [-1.28, 1.97, -1.07], [-2.59, -0.47, -0.30], [-1.29, -2.35, 0.77], [1.44, -2.29, 1.34], [2.83, 0.20, 0.57], [0.35, -0.25, -0.04], [-0.55, 0.14, -0.28], [0.52, 0.26, 0.10], [-0.55, -0.26, 0.20], [0.23, -0.13, 0.12], [-0.01, -0.22, 0.12], [-0.32, 0.37, 0.21], [0.17, 0.07, -0.44], [0.12, 0.11, 0.26], [0.09, 0.07, -0.12], [-0.24, 0.13, 0.04], [0.03, 0.09, 0.04], [0.04, 0.07, 0.23], [0.00, 0.04, 0.02], [-0.02, -0.04, 0.07], [0.16, -0.11, -0.11], [0.09, 0.09, -0.26], [0.14, 0.02, -0.04], [0.10, -0.09, 0.07], [-0.08, -0.07, 0.05], [-0.07, -0.21, -0.02], [-0.17, 0.08, -0.03], [-0.07, -0.28, -0.15], [0.04, 0.13, -0.04]]}


{"formula": "C14H24AlBrClFIN3O9", "method": "ωB97M-V/def2-TZVPD", "total_energy_ev": -137772.780, "elements": ["C", "C", "C", "Br", "N", "C", "C", "O", "C", "C", "O", "C", "N", "I", "N", "C", "H", "H", "H", "H", "H", "H", "H", "H", "H", "H", "H", "H", "H", "H", "H", "H", "H", "H", "C", "C", "O", "C", "O", "O", "F", "H", "H", "H", "C", "O", "H", "H", "H", "C", "O", "O", "O", "Al", "Cl"], "coordinates": [[-4.16418, 0.90639, -1.00947], [-2.91696, 0.03250, -1.26942], [-1.61438, 0.66591, -0.70462], [-0.91849, 2.04376, -1.93550], [-0.63073, -0.32558, -0.24123], [0.32204, -0.78996, -1.25604], [-0.35795, -1.54115, -2.42728], [-0.57323, -0.73320, -3.59732], [0.46596, -0.67925, -4.40723], [0.07969, -0.30061, -5.85805], [1.60022, -0.84613, -4.12525], [-0.01324, 0.06794, 0.95182], [-0.67084, -0.32238, 2.13531], [-1.53708, 1.32101, 3.00622], [1.09680, 0.71696, 0.97151], [1.81793, 1.13580, 2.18571], [-4.44229, 1.47255, -1.90808], [-4.06491, 1.54266, -0.11389], [-4.99709, 0.20076, -0.77709], [-2.82378, -0.23930, -2.32925], [-3.05763, -0.89250, -0.68027], [-1.94245, 1.21581, 0.19077], [1.04427, -0.02561, -1.60175], [0.95710, -1.55371, -0.76540], [0.24913, -2.41255, -2.71602], [-1.30302, -1.94778, -2.03932], [-0.37105, 0.70844, -5.85085], [0.95541, -0.35315, -6.53972], [-0.74129, -0.98926, -6.16291], [-0.03515, -0.80342, 2.76696], [1.55065, 0.96024, 0.09402], [1.71943, 2.22218, 2.36410], [2.86956, 0.85794, 2.04329], [1.48595, 0.62341, 3.09351], [5.70327, -2.03690, 4.30361], [5.42856, -1.17583, 3.10060], [4.09713, -0.74302, 3.32462], [3.93043, -0.71516, 4.68356], [3.04154, -0.15735, 5.23027], [4.91412, -1.40291, 5.31303], [5.46611, -1.89923, 1.95369], [5.36102, -3.06428, 4.16603], [6.75542, -2.04994, 4.57918], [6.08416, -0.30802, 3.00647], [1.39352, 4.66262, 1.86762], [2.60760, 5.13194, 1.62560], [0.95657, 3.95898, 1.09291], [1.26490, 4.04982, 2.80955], [0.56707, 5.40633, 1.97578], [-6.95881, -2.31775, -0.85734], [-7.29550, -3.27114, -1.55428], [-5.80233, -1.86101, -0.69341], [-7.82351, -1.55258, -0.13702], [0.48487, -0.78049, -8.35828], [-9.21452, -1.81281, 1.08053]], "forces_ev_per_angstrom": [[-0.48, -0.76, -0.12], [0.18, -0.08, 0.70], [-1.74, -0.47, 0.53], [0.18, 0.01, 0.34], [0.88, 0.86, -0.93], [0.84, -1.00, -0.10], [0.44, -0.27, 1.30], [-0.66, -0.64, -0.37], [-0.54, 0.88, -1.20], [-1.41, 0.06, 0.79], [1.58, -0.61, 0.58], [-0.59, -0.52, 0.34], [0.09, 0.11, -0.84], [-0.20, 0.19, 0.45], [0.50, -0.03, 0.57], [0.74, 0.07, 0.34], [0.11, 0.17, 0.47], [0.15, 0.00, -0.49], [0.45, 0.44, -0.33], [-0.04, 0.11, 0.30], [0.10, 0.24, -0.33], [0.31, 0.02, -0.46], [-0.60, -0.12, -0.21], [-0.33, 0.28, -0.08], [-0.02, 0.47, 0.07], [0.02, 0.47, -0.62], [0.34, -0.25, -0.20], [0.11, 0.24, 1.42], [0.42, 0.20, -0.09], [-0.05, 0.34, 0.16], [-0.28, 0.16, 0.08], [-0.01, -0.26, -0.41], [-0.33, 0.31, -0.02], [-0.13, -0.03, -0.44], [0.42, -0.23, 0.35], [-0.15, -0.28, -0.35], [0.51, 0.02, 0.33], [-0.34, 0.08, 0.47], [-0.11, -0.08, -0.13], [-0.10, 0.15, -0.45], [-0.02, 0.10, -0.07], [-0.06, 0.07, -0.19], [-0.09, 0.13, 0.18], [-0.01, -0.04, -0.15], [-0.36, 0.10, 0.09], [-0.05, -0.34, -0.04], [0.07, -0.23, -0.32], [0.18, -0.13, 0.25], [0.07, 0.22, -0.04], [1.96, -3.12, -1.01], [-0.83, 0.18, 0.25], [-0.13, 0.77, -0.06], [-2.34, 2.91, 2.74], [-0.25, -0.21, -1.04], [1.62, -0.65, -1.99]]}


Summary of max |F| in eV/Å
1.58; 6.36; 8.90; 4.64
(order as listed above)